This record from the OMol25 dataset describes a single C4H6FN3 molecule at a distorted geometry. The level of theory is ωB97M-V with the def2-TZVPD basis set.

Each line ends with the Löwdin charge.
Positions of all 14 atoms, in Å:
H (-0.335, 1.941, 0.001)  0.125
N (0.499, 1.153, -0.166)  0.068
C (-0.029, -0.034, -0.154)  -0.335
N (0.770, -1.186, -0.210)  -0.079
N (2.070, -1.137, -0.221)  -0.056
C (2.731, -0.003, 0.189)  -0.019
C (-1.590, -0.410, -0.096)  -0.246
C (-2.613, 0.495, -0.096)  0.054
F (-1.767, -1.755, 0.079)  0.009
H (0.152, -2.130, -0.009)  0.217
H (3.905, -0.052, 0.202)  0.081
H (2.306, 0.983, 0.286)  0.003
H (-3.777, 0.532, 0.188)  0.117
H (-2.322, 1.601, 0.007)  0.061

total charge	0
lowest unoccupied orbital energy	0.009	Ha
max |F|	5.96	eV/Å
orbital gap	8.994	eV
relative energy (zero: lowest compared OMol25 entry of this formula, charge and spin)	99.9	kcal/mol
spin multiplicity	1
E_tot	-419.98447	hartree